# 1
C2HNO | wB97M-V/def2-TZVPD

Kohn-Sham gap (spin up / spin down) in eV: 11.21 / 6.21
Energy relative to the best compared isomer or geometry (same formula, charge and spin) in kcal per mole: 162.62
Total energy in eV: -5619.528

Structure (XYZ):
```
5
Properties=species:S:1:pos:R:3:forces:R:3
C -0.9989 1.0271 -0.4343 -2.94 -0.01 -6.40
C -0.3276 1.0524 0.5225 2.19 -0.08 3.47
N 1.4483 -1.3858 1.2676 -0.53 -0.50 -2.48
O 1.2886 -1.7318 0.1728 0.43 0.62 2.40
H -1.4103 1.0381 -1.5286 0.86 -0.03 3.01
```
Positions in Å, forces in eV/Å.

# 2
C2HNO2S | wB97M-V/def2-TZVPD

Kohn-Sham gap in eV: 10.66
Energy relative to the best compared isomer or geometry (same formula, charge and spin) in kcal per mole: 12.00
Total energy in eV: -18510.298
SMILES: O=C=O.N#CS

Structure (XYZ):
```
7
Properties=species:S:1:pos:R:3:forces:R:3
O -2.3236 -0.4941 -0.6046 -0.54 -0.28 -0.95
C -1.3359 -1.0925 -0.6554 0.90 0.70 1.89
O -0.2945 -1.5694 -0.4394 -0.42 -0.50 -0.97
N 0.5378 1.4357 -1.1476 -0.80 0.74 -1.88
C 1.0611 1.1130 -0.1945 0.56 -0.90 2.13
S 1.7347 0.5561 1.2660 0.79 0.34 -0.18
H 0.6205 0.0513 1.7756 -0.48 -0.10 -0.05
```
Positions in Å, forces in eV/Å.

# 3
C2HNO3 | wB97M-V/def2-TZVPD

Kohn-Sham gap (spin up / spin down) in eV: 8.11 / 8.11
Energy relative to the best compared isomer or geometry (same formula, charge and spin) in kcal per mole: 141.49
Total energy in eV: -9716.293

Structure (XYZ):
```
7
Properties=species:S:1:pos:R:3:forces:R:3
C 0.5325 0.3154 0.3160 4.60 1.78 -1.36
C 0.1843 -1.2356 0.0635 -1.04 -2.05 0.10
N -0.6161 0.9802 -0.0944 -3.21 1.18 -0.36
O 1.3928 0.6729 1.1097 -0.87 -0.63 0.61
O -0.7454 -1.8789 0.0000 0.66 0.49 -0.10
O -1.6300 0.4661 -0.4719 0.58 0.16 0.11
H 0.8819 0.6799 -0.9228 -0.73 -0.93 1.00
```
Positions in Å, forces in eV/Å.

# 4
C2HNO4 | wB97M-V/def2-TZVPD

Kohn-Sham gap in eV: 10.94
Energy relative to the best compared isomer or geometry (same formula, charge and spin) in kcal per mole: 19.58
Total energy in eV: -11768.429
SMILES: O=c1onc(O)o1

Structure (XYZ):
```
8
Properties=species:S:1:pos:R:3:forces:R:3
O -1.5939 0.8908 1.8777 1.78 -0.87 -3.56
C -1.0709 0.5436 0.8234 -0.26 0.18 3.68
O -1.6107 0.2493 -0.3314 1.26 -0.50 -1.15
N -0.5386 -0.3126 -1.2863 -0.03 1.52 2.24
C 0.5212 -0.1463 -0.5341 -1.50 -1.17 -0.42
O 1.6999 -0.5034 -0.9756 0.49 0.05 -0.37
O 0.3827 0.2528 0.7327 -1.79 0.65 -0.63
H 2.2103 -0.9741 -0.3064 0.05 0.15 0.21
```
Positions in Å, forces in eV/Å.

# 5
C2HNOS | wB97M-V/def2-TZVPD

Kohn-Sham gap in eV: 10.46
Energy relative to the best compared isomer or geometry (same formula, charge and spin) in kcal per mole: 8.10
Total energy in eV: -16462.182

Structure (XYZ):
```
6
Properties=species:S:1:pos:R:3:forces:R:3
C 1.0076 0.8578 0.0112 0.76 0.09 0.15
C -1.9426 -2.2146 -0.5557 -1.15 0.33 -0.76
N 0.2418 1.7563 0.0937 0.20 -0.37 -0.44
O -1.0360 -2.4637 0.0402 1.15 -0.32 0.77
S 2.1856 -0.1944 -0.1715 -0.68 0.24 0.03
H -0.4564 2.2586 0.5820 -0.28 0.04 0.27
```
Positions in Å, forces in eV/Å.

# 6
C2HNS2 | wB97M-V/def2-TZVPD

Kohn-Sham gap in eV: 7.48
Energy relative to the best compared isomer or geometry (same formula, charge and spin) in kcal per mole: 66.98
Total energy in eV: -25246.272

Structure (XYZ):
```
6
Properties=species:S:1:pos:R:3:forces:R:3
C 1.6188 -1.7033 0.5377 0.77 0.37 0.99
C 0.9646 -2.8152 -0.0645 0.79 0.56 -0.18
N 2.2593 -0.8794 1.0497 -0.69 -0.63 -0.51
S 0.3570 -2.4239 -1.6358 -1.19 2.58 -0.60
S -0.7991 -2.9824 -0.0143 -0.66 0.14 0.07
H -0.1951 -0.8250 -1.6686 0.98 -3.02 0.23
```
Positions in Å, forces in eV/Å.

# 7
C2HO2P2 | wB97M-V/def2-TZVPD

Multiplicity: 3
Kohn-Sham gap (spin up / spin down) in eV: 5.70 / 6.41
Energy relative to the best compared isomer or geometry (same formula, charge and spin) in kcal per mole: 18.89
Expectation value of S²: 2.03
Net charge: -1
Total energy in eV: -24758.980

Structure (XYZ):
```
7
Properties=species:S:1:pos:R:3:forces:R:3
C 0.6135 1.3602 -0.4325 -0.34 -0.22 -0.23
C -0.9108 -2.0003 -0.1266 -2.03 -0.67 -1.99
O 1.1966 2.2313 -1.0047 0.59 0.88 -0.55
O 0.1715 0.2378 -1.0383 0.23 0.16 0.67
P 0.2108 1.2056 1.3488 -0.56 1.70 1.00
P -0.1952 -0.6398 0.4265 2.65 -0.04 -0.72
H -1.0865 -2.3949 0.8268 -0.54 -1.81 1.81
```
Positions in Å, forces in eV/Å.

# 8
C2HO2S2 | wB97M-V/def2-TZVPD

Kohn-Sham gap (spin up / spin down) in eV: 6.35 / 6.36
Energy relative to the best compared isomer or geometry (same formula, charge and spin) in kcal per mole: 49.38
Net charge: -1
Total energy in eV: -27854.842

Structure (XYZ):
```
7
Properties=species:S:1:pos:R:3:forces:R:3
C 1.4803 0.3868 -1.0153 0.26 -0.58 -0.56
C 1.0420 0.0658 0.3043 -2.06 -1.54 2.55
O 1.7580 -0.8698 -1.0884 0.09 0.38 -0.31
O 1.5196 1.3328 -1.7487 0.13 0.45 -0.20
S -2.8627 -0.6879 1.4964 0.67 -0.09 -0.06
S 0.0993 -0.5394 1.4303 0.87 1.34 -1.39
H -3.0365 0.3117 0.6215 0.05 0.04 -0.02
```
Positions in Å, forces in eV/Å.